Entry 1:
The following is a quantum chemistry calculation of a cluster of 2 separate species, C8H14O4S in total at a distorted geometry, from the Open Molecules 2025 dataset.

As for the energy above the lowest of the compared OMol25 structures with the same formula, charge and spin: 652.6 kJ/mol. Its LUMO energy (spin up / spin down) is -0.67 / -0.16 eV. The multiplicity is 1.

Geometry (Å):
C: -1.27260 -0.89810 0.65680
C: 2.05567 0.74401 0.71002
C: 2.34371 -0.46389 1.63432
C: 1.63501 -0.82695 -0.80869
C: 1.69794 -1.10184 -2.24869
C: -2.34049 2.18154 -0.19490
C: -0.65856 -2.01424 -0.05195
C: -2.80956 0.88891 0.48434
O: -0.96925 -0.56252 1.79387
O: 3.99243 -1.89838 -0.04907
O: 1.44599 0.39691 -0.41567
O: -2.20913 -0.30297 -0.05958
S: 2.59335 -1.88549 0.43002
H: 1.39780 1.70243 1.11155
H: 3.16026 1.06663 0.44730
H: 3.25492 -0.54040 2.14361
H: 1.35967 -0.79468 2.20938
H: 1.68195 -2.10252 -2.39305
H: 2.71298 -0.82573 -2.58286
H: 0.98970 -0.48578 -2.87517
H: -2.93270 2.43108 -1.07641
H: -2.53992 2.99248 0.47838
H: -1.33228 2.18384 -0.46795
H: -0.32069 -2.69443 0.67366
H: -1.14681 -2.51803 -0.88294
H: -3.95703 0.63868 0.27566
H: -2.48700 0.93748 1.50384


Entry 2:
The following is a quantum chemistry calculation of a structure of composition ClZr at a distorted geometry, from the Open Molecules 2025 dataset.

As for the energy above the lowest of the compared OMol25 structures with the same formula, charge and spin: 288.4 kJ/mol. Its LUMO energy is -22.22 eV. Its net charge is +3. The multiplicity is 1.

Geometry (Å):
Zr: -0.71456 -1.15512 0.26697
Cl: 0.71456 1.15512 -0.26697


Entry 3:
The following is a quantum chemistry calculation of a cluster of 2 separate species, C6H12O in total at a distorted geometry, from the Open Molecules 2025 dataset.

As for the energy above the lowest of the compared OMol25 structures with the same formula, charge and spin: 534.3 kJ/mol. Its LUMO energy is 0.09 eV. The multiplicity is 1. The SMILES is C=C/C=C\CC.O.

Geometry (Å):
C: -1.05716 2.99927 1.47534
C: -0.23904 2.37471 0.59613
C: 0.18746 0.98479 0.89901
C: 0.21582 0.01104 0.05964
C: 1.00881 0.14022 -1.19737
C: 1.50577 -1.06641 -1.98093
H: -1.91652 2.43328 1.84078
H: -0.82808 3.89661 1.96677
H: 0.02345 2.63771 -0.42912
H: 0.09155 0.58650 1.89322
H: -0.01798 -1.10916 0.16002
H: 0.34655 0.63377 -2.00093
H: 1.88592 0.95313 -1.20359
H: 1.41999 -2.11112 -1.54590
H: 2.56389 -1.04150 -2.01586
H: 1.14553 -1.12041 -3.06161
O: -1.33158 -3.82648 0.47486
H: -1.73354 -3.43271 1.24114
H: -2.05804 -4.37597 0.24526


Entry 4:
The following is a quantum chemistry calculation of an isolated molecule of C6H14N2 at a distorted geometry, from the Open Molecules 2025 dataset.

As for the energy above the lowest of the compared OMol25 structures with the same formula, charge and spin: 649.6 kJ/mol. Its LUMO energy is -2.62 eV. The multiplicity is 1.

Geometry (Å):
C: 0.91684 0.65927 2.01248
C: 0.18782 -0.63108 1.59075
C: -0.89787 -0.40976 0.56955
N: 0.27754 -2.20459 -1.19981
C: -0.20343 -1.05664 -1.79202
C: -0.27069 0.09609 -0.74456
C: -0.86462 1.38177 -1.25804
N: 1.26233 1.43118 0.87829
H: 1.74650 0.36829 2.67970
H: 0.21719 1.26533 2.62702
H: 0.98695 -1.22990 1.13987
H: -0.14877 -1.16656 2.47088
H: -1.32482 -1.40508 0.37014
H: -1.64316 0.29122 0.94450
H: 0.79144 -2.74906 -1.89412
H: -1.28776 -1.19819 -1.97420
H: 0.26465 -0.73987 -2.72921
H: -0.58090 1.55154 -2.30028
H: -1.95401 1.42997 -1.24738
H: -0.46414 2.20917 -0.67291
H: 0.79625 0.28201 -0.51829
H: 2.19267 1.82488 1.04766


Entry 5:
The following is a quantum chemistry calculation of a structure of composition C18H33AsBF6N3O12Zr at a distorted geometry, from the Open Molecules 2025 dataset.

Its LUMO energy is -5.33 eV. The multiplicity is 1.

Geometry (Å):
Zr: 10.59079 12.52581 10.84007
N: 10.09313 12.28943 13.36860
O: 9.88067 12.20253 14.47838
O: 10.31531 13.35070 12.83769
O: 10.36258 11.17434 12.66673
N: 12.55524 10.19349 10.89217
O: 11.81586 11.17919 10.12685
O: 12.27944 9.05404 10.98364
O: 13.45088 10.82468 11.34339
B: 12.06648 14.40190 10.49937
H: 5.63077 6.23614 3.50861
H: 15.05182 3.86357 10.70398
H: 7.05477 8.11773 10.60295
H: 21.15746 7.43272 10.17191
As: 8.82768 4.93858 6.92622
F: 7.96837 3.66482 7.80117
F: 8.75133 12.31331 10.61096
F: 9.25825 6.26425 5.87166
F: 10.39967 4.60350 7.62185
F: 8.90921 3.92677 5.59196
F: 8.61322 6.21395 8.24535
C: 17.14101 5.29629 9.46973
C: 17.04153 5.35316 8.07287
C: 16.48800 6.45472 7.43651
C: 16.03391 7.48307 8.27882
C: 16.05283 7.42460 9.65014
C: 16.61038 6.29169 10.23281
N: 15.50603 8.67871 7.66133
O: 15.95373 9.08291 6.61696
O: 14.70500 9.28076 8.32447
H: 17.66590 4.40789 9.89050
H: 17.28332 4.45833 7.49222
H: 16.37737 6.45548 6.36247
H: 15.52508 8.11781 10.29012
H: 16.71071 6.20246 11.34109
C: 17.73580 10.47982 10.59773
C: 16.81010 11.63297 10.58277
O: 16.43794 12.13649 9.56758
C: 16.48593 12.25090 11.93582
H: 17.60189 9.76461 11.41752
H: 18.65387 10.92810 10.88031
H: 17.82526 9.92440 9.70202
H: 15.43225 12.45995 11.96407
H: 17.02706 13.22572 11.86464
H: 16.85436 11.61194 12.76421
C: 14.43552 12.78885 6.70968
C: 13.41001 12.18678 5.83962
O: 12.26497 12.49425 5.96821
C: 13.95904 11.21357 4.90330
H: 14.05561 13.68735 7.23570
H: 15.36856 13.02437 6.17306
H: 14.59369 12.04888 7.49382
H: 13.35241 11.19466 3.99792
H: 13.94421 10.20319 5.25869
H: 14.97924 11.46225 4.74724
C: 10.05694 10.87255 7.71393
C: 9.97818 12.35234 7.70119
O: 10.20081 13.00946 8.75885
C: 9.51613 12.97030 6.41839
H: 11.07556 10.68886 7.29374
H: 9.27518 10.45726 7.03336
H: 10.03380 10.32484 8.65977
H: 8.51229 12.61666 6.15096
H: 10.25619 12.77433 5.61204
H: 9.37729 14.01859 6.55449
C: 13.14937 5.36389 8.04706
C: 13.08864 6.22810 6.79883
O: 14.00317 6.14851 5.98281
C: 12.01171 7.30929 6.70410
H: 12.20488 4.83526 8.07141
H: 13.27542 5.96176 8.93730
H: 13.93759 4.62516 8.00698
H: 11.14789 6.90912 6.11931
H: 12.42632 8.14863 6.11609
H: 11.68166 7.63223 7.67426


Entry 6:
The following is a quantum chemistry calculation of an isolated molecule of C2H4BrCl at a distorted geometry, from the Open Molecules 2025 dataset.

As for the energy above the lowest of the compared OMol25 structures with the same formula, charge and spin: 48.7 kJ/mol. Its LUMO energy is 0.84 eV. The multiplicity is 1. The SMILES is ClCCBr.

Geometry (Å):
Cl: -2.00384 0.17571 0.46484
C: -0.39190 0.52277 -0.27738
C: 0.50017 -0.49169 0.32585
Br: 2.10802 -0.56810 -0.71731
H: -0.43937 0.64210 -1.40594
H: -0.35174 1.55450 0.08869
H: -0.05272 -1.47449 0.15901
H: 0.63138 -0.36080 1.36224